# 1
ORCA calculation (the ωB97M-V functional and the def2-TZVPD basis) on C2H3N3O in the gas phase at a distorted geometry.

Computed properties:
charge	0
SMILES string	On1cncn1
HOMO level	-0.365	Ha
frontier orbital gap	10.484	eV
DFT total energy	-317.40711	Eh
E_LUMO	0.55	eV

Last columns: bonded neighbours and bond lengths (Å).
Geometry (Å):
1 O -0.92750 -1.46303 1.08091  N2 1.395, H7 1.166
2 N -0.17984 -0.58864 0.29239  O1 1.395, C3 1.355, N6 1.309
3 C 0.18787 -0.50976 -1.00893  N2 1.355, N4 1.316, H8 1.122
4 N 0.49353 0.72295 -1.35406  C3 1.316, C5 1.352
5 C 0.21579 1.40007 -0.21755  N4 1.352, N6 1.373, H9 1.093
6 N -0.12451 0.59762 0.84370  N2 1.309, C5 1.373
7 H -0.43260 -1.12121 2.07937  O1 1.166
8 H 0.26340 -1.49096 -1.54791  C3 1.122
9 H 0.50386 2.45296 -0.16792  C5 1.093

Atomic partial charges in e from the natural (NBO) method, atoms 1 to 6:
1. O -0.487
2. N 0.079
3. C 0.142
4. N -0.458
5. C 0.124
6. N -0.323

# 2
ORCA calculation (the ωB97M-V functional and the def2-TZVPD basis) on C2H3N3O2 in the gas phase at a distorted geometry.

Computed properties:
charge	0
SMILES string	Nc1noc(=O)[nH]1
HOMO level	-0.350	Ha
frontier orbital gap	9.943	eV
DFT total energy	-392.75408	Eh
E_LUMO	0.43	eV

Last columns: bonded neighbours and bond lengths (Å).
Geometry (Å):
1 N -1.81091 0.15316 0.13369  C2 1.383, H8 1.013, H9 1.016
2 C -0.47945 -0.21809 0.08265  N1 1.383, N3 1.290, N7 1.376
3 N -0.03460 -1.34762 0.52005  C2 1.290, O4 1.424
4 O 1.38241 -1.23501 0.43374  N3 1.424, C5 1.371
5 C 1.75948 0.01137 0.00515  O4 1.371, O6 1.204, N7 1.409
6 O 2.87453 0.46388 -0.01957  C5 1.204
7 N 0.53267 0.61179 -0.34068  C2 1.376, C5 1.409, H10 1.009
8 H -2.18541 0.59029 -0.69932  N1 1.013
9 H -2.40287 -0.60816 0.45390  N1 1.016
10 H 0.37910 1.58254 -0.56752  N7 1.009

Atomic partial charges in e from the natural (NBO) method, atoms 1 to 6:
1. N -0.810
2. C 0.498
3. N -0.207
4. O -0.346
5. C 0.862
6. O -0.577

# 3
ORCA calculation (the ωB97M-V functional and the def2-TZVPD basis) on C2H3N3O2 in the gas phase at a distorted geometry.

Computed properties:
charge	0
SMILES string	[H]/N=C1\NOC=NO1
HOMO level	-0.354	Ha
frontier orbital gap	9.998	eV
DFT total energy	-392.58227	Eh
E_LUMO	0.37	eV

Last columns: bonded neighbours and bond lengths (Å).
Geometry (Å):
1 H 2.69877 0.39998 -0.35676  N2 1.056
2 N 2.08368 -0.44559 -0.20829  H1 1.056, C3 1.213
3 C 0.94248 -0.25327 0.15346  N2 1.213, N4 1.388, O8 1.447
4 N 0.18499 0.84228 0.54462  C3 1.388, O5 1.523, H9 1.013
5 O -1.03473 0.85660 -0.36789  N4 1.523, C6 1.331
6 C -1.76317 -0.20061 -0.01527  O5 1.331, N7 1.238, H10 1.074
7 N -1.18422 -1.26045 0.25591  C6 1.238, O8 1.274
8 O 0.05154 -1.37850 -0.02912  C3 1.447, N7 1.274
9 H 0.80900 1.61797 0.35952  N4 1.013
10 H -2.78834 -0.17841 -0.33617  C6 1.074

Atomic partial charges in e from the natural (NBO) method, atoms 1 to 6:
1. H 0.365
2. N -0.649
3. C 0.621
4. N -0.360
5. O -0.357
6. C 0.289

- Which value of charge does entry 1 give?
  0

- What is the formula in the first record?
  C2H3N3O

- Look up the frontier orbital gap of the third one.
  9.998 eV

- Which of these has the lowest DFT total energy?
  number 2